[1]
ORCA calculation (the ωB97M-V functional and the def2-TZVPD basis) on C29H48IIrN3SbSi3Te as an isolated structure in a non-equilibrium geometry.

Summary:
Total charge: +2
Electronic energy, Eh: -3076.29356
Multiplicity: 5
Kohn-Sham gap (alpha / beta), hartree: 0.26818 / 0.25220
HOMO level (alpha / beta), eV: -12.32 / -13.79
LUMO (alpha / beta), eV: -5.02 / -6.93

Element x y z (Å)
Ir1 -18.48118 4.38767 -8.00105
I1 -21.23731 4.48228 -10.58198
Te1 -17.52385 2.18627 -9.23187
Sb1 -15.80889 5.09320 -7.92894
Si1 -17.85925 5.66459 -4.78503
Si2 -14.94118 8.21595 -9.06407
Si3 -15.64768 5.62491 -11.09968
N1 -15.57264 2.98341 -6.74028
N2 -18.60113 6.35006 -9.03751
N3 -20.66473 3.89437 -7.83808
C1 -20.11612 8.16542 -9.61752
C2 -16.35467 6.39337 -4.07962
C3 -18.90710 6.97036 -5.69927
C4 -20.93680 3.38372 -6.62358
C5 -17.29841 4.51278 -6.22718
C6 -14.94930 1.13006 -5.48905
C7 -16.14255 6.65958 -9.54302
C8 -21.69762 4.18017 -8.60652
C9 -17.83716 8.21605 -10.30374
C10 -13.17735 7.74831 -8.98261
C11 -17.17376 4.94714 -11.90472
C12 -18.04296 0.76420 -7.83382
C13 -23.01599 4.08257 -8.18891
C14 -14.47194 4.24613 -10.72125
C15 -15.72722 8.81885 -7.49557
C16 -14.18044 5.61434 -6.68393
C17 -14.74412 1.97326 -6.52097
C18 -17.55713 7.04297 -9.58510
C19 -19.81530 6.97252 -8.99711
C20 -16.02272 1.36350 -4.60737
C21 -16.83469 2.42834 -4.80471
C22 -22.21966 3.19682 -6.15101
C23 -14.81074 6.63316 -12.39363
C24 -15.04366 9.70405 -10.22076
C25 -19.13189 8.78475 -10.33344
C26 -23.29657 3.61694 -6.91569
C27 -16.55963 3.27758 -5.86648
C28 -19.14216 1.61000 -10.52970
C29 -18.79593 4.78879 -3.46038
H1 -20.08615 1.75817 -9.98779
H2 -23.79093 4.33696 -8.85182
H3 -17.04133 8.74068 -10.85861
H4 -16.93611 4.56453 -12.89369
H5 -21.12876 8.55663 -9.58309
H6 -16.02646 10.18191 -10.18072
H7 -13.92520 7.17813 -12.07388
H8 -16.43588 8.13605 -7.04357
H9 -19.04193 0.55200 -10.77856
H10 -19.34826 9.67352 -10.89439
H11 -19.51319 4.05945 -3.78173
H12 -18.49372 7.26145 -6.64799
H13 -14.92971 9.09019 -6.77661
H14 -24.33404 3.44948 -6.64737
H15 -16.81728 7.16313 -3.41002
H16 -14.36336 10.47378 -9.87624
H17 -19.89136 6.62798 -5.89789
H18 -14.80179 9.38925 -11.25695
H19 -15.74824 5.72145 -3.47926
H20 -13.53232 4.52119 -10.25652
H21 -17.64528 4.06739 -11.42160
H22 -14.45636 5.98986 -13.25845
H23 -20.08542 3.06722 -6.01428
H24 -17.98581 5.72469 -11.96942
H25 -13.26733 5.41647 -7.22182
H26 -18.09166 -0.23094 -8.25334
H27 -14.24304 6.65570 -6.31525
H28 -14.10495 3.89565 -11.70432
H29 -14.80024 3.32333 -10.28089
H30 -16.28612 9.71570 -7.77111
H31 -20.62069 6.41463 -8.54435
H32 -15.53186 7.37205 -12.79451
H33 -13.99883 1.82641 -7.28165
H34 -17.30608 0.74182 -7.03658
H35 -12.81426 7.07378 -8.27329
H36 -14.33193 5.00565 -5.82263
H37 -18.10743 4.28769 -2.79824
H38 -18.98522 1.01171 -7.42573
H39 -15.65844 6.85953 -4.72929
H40 -16.17065 0.66543 -3.75751
H41 -14.40058 0.18110 -5.41188
H42 -22.39642 2.62921 -5.22930
H43 -19.13648 7.83949 -5.04122
H44 -12.73032 7.41375 -9.92302
H45 -12.67510 8.68203 -8.71831
H46 -19.09519 2.10142 -11.47687
H47 -17.60207 2.69333 -4.12619
H48 -19.37466 5.54258 -2.89651

=====

[2]
ORCA calculation (the ωB97M-V functional and the def2-TZVPD basis) on one molecule with the formula CHBrF2O2S in a non-equilibrium geometry.

Summary:
Structure (SMILES): O=S(=O)(Br)C(F)F
Electronic energy, Eh: -3361.07451
Energy relative to the best compared isomer or geometry (same formula, charge and spin), kJ/mol: 0.0
Kohn-Sham gap, hartree: 0.40327
HOMO level, eV: -11.41
LUMO, eV: -0.44

Element x y z (Å)
Br1 -1.55256 -0.88924 2.40381
S1 -1.93175 -0.30373 0.34475
F1 0.00199 -1.73503 -0.45555
F2 -0.54307 0.02246 -1.75344
O1 -2.78024 -1.32049 -0.23096
O2 -2.32302 1.03362 0.34393
C1 -0.26607 -0.38170 -0.50465
H1 0.48094 0.24462 0.10621

=====

[3]
ORCA calculation (the ωB97M-V functional and the def2-TZVPD basis) on C64H70BCrGeN6O3S4Te as an isolated structure in a non-equilibrium geometry.

Summary:
Electronic energy, Eh: -8042.21730
Multiplicity: 4
Energy relative to the best compared isomer or geometry (same formula, charge and spin), kJ/mol: 28.0
Kohn-Sham gap (alpha / beta), hartree: 0.26160 / 0.28422
HOMO level (alpha / beta), eV: -7.30 / -7.36
LUMO (alpha / beta), eV: -0.19 / 0.37

Element x y z (Å)
Te1 1.32157 0.83857 -1.07272
Ge1 -2.07583 -2.36699 -3.22280
Cr1 0.06886 0.38364 1.38408
S1 -1.05806 -1.10586 2.97484
S2 7.54804 -4.54362 -0.05109
S3 1.21729 3.55307 1.66010
S4 -2.07086 1.52406 0.79744
O1 -0.57336 -0.81222 -0.03664
O2 -0.94024 -2.96424 0.47296
O3 7.04551 -5.01588 2.50465
N1 -2.73241 4.20964 1.07806
N2 2.50060 1.94458 3.47480
N3 -2.19390 1.18475 3.95357
N4 0.28875 1.63491 3.37193
N5 -1.65794 3.30397 2.75741
N6 -3.43704 -0.60804 4.22536
C1 4.86164 -4.16994 0.46284
C2 -0.12852 -2.50094 -3.51318
C3 6.08763 -3.56435 0.22460
C4 -0.03720 2.69379 -4.77400
C5 0.38540 -2.25539 -4.78689
C6 4.83071 1.53155 4.10590
C7 -4.65219 -5.55236 -2.14363
C8 -4.53316 -1.61206 -6.63036
C9 0.82211 0.86162 4.42063
C10 -3.36516 1.56312 4.57584
C11 -2.94900 -2.80283 5.22951
C12 -3.90107 -2.02204 4.31883
C13 1.74595 -2.36595 -5.03746
C14 -1.33374 -1.88561 0.07054
C15 4.39456 3.99219 -1.55574
C16 -2.24687 -0.14625 3.73591
C17 -1.82490 4.63811 3.04625
C18 -3.69379 3.41983 -1.13204
C19 -2.44133 -6.48183 -2.26716
C20 -3.05170 5.79999 -0.74595
C21 5.11888 -1.40162 0.58439
C22 -4.24764 -0.28424 -6.91231
C23 -2.90256 -1.60457 -4.84501
C24 9.20457 -5.76145 1.75249
C25 -3.79706 -6.63840 -2.01824
C26 2.75317 -1.19306 1.19855
C27 3.89573 2.43451 3.30264
C28 -3.86309 -2.26614 -5.60421
C29 -0.46626 4.34168 -3.07945
C30 1.81958 -0.49502 1.55696
C31 -0.04854 3.44974 -2.09973
C32 1.36738 2.34905 2.82348
C33 -4.14830 -4.31533 -2.51699
C34 -2.74953 -1.09309 -1.84323
C35 -0.46459 3.96393 -4.41461
C36 -2.78883 -4.14558 -2.77496
C37 6.21654 -2.18196 0.26788
C38 3.76415 -3.38791 0.77753
C39 -5.01310 4.78423 0.46004
C40 -3.60400 4.52826 -0.08764
C41 4.21651 1.24955 -1.88599
C42 -4.12548 0.47037 4.75252
C43 7.84329 -5.13553 1.61866
C44 5.40091 1.90814 -2.18676
C45 -2.17928 3.05262 1.53730
C46 2.61159 -2.73496 -4.01668
C47 0.39097 2.18203 -2.46003
C48 0.74875 -2.89490 -2.50195
C49 0.39443 1.80607 -3.79899
C50 -5.30113 -2.03338 4.93014
C51 3.21646 3.33188 -1.24203
C52 3.12060 1.95496 -1.40324
C53 -2.48424 5.19955 2.02222
C54 3.97545 3.86619 3.83945
C55 5.49133 3.28220 -2.02550
C56 2.13881 1.04559 4.46817
C57 4.32260 2.35899 1.83633
C58 3.88249 -1.99722 0.85669
C59 -2.75785 -1.66745 -0.42153
C60 -1.94266 -5.24274 -2.64356
C61 -3.28053 0.38477 -6.17308
C62 -3.99305 -2.67852 2.93569
C63 -2.61891 -0.27190 -5.14690
C64 2.11009 -3.00902 -2.75286
B1 -1.10109 2.28242 3.74860
H1 3.67410 -2.82307 -4.20960
H2 6.40915 3.80008 -2.27391
H3 -0.04916 3.74150 -1.05346
H4 2.80174 -3.84530 0.96787
H5 -5.01665 5.60400 1.17969
H6 -5.68319 5.04029 -0.36094
H7 -0.78002 5.34111 -2.80581
H8 3.84633 3.13046 1.24758
H9 -0.02130 2.40067 -5.81680
H10 -5.09546 0.38962 5.20266
H11 -3.29950 -2.61143 -0.37078
H12 4.72670 0.48823 3.80086
H13 4.13698 0.17950 -2.04084
H14 -5.28381 -2.13721 -7.20840
H15 4.04959 1.38727 1.42350
H16 3.67305 3.89561 4.88867
H17 -5.71069 -5.67276 -1.94762
H18 -2.92031 -2.36457 6.22907
H19 -0.28759 -1.97266 -5.58970
H20 -3.46345 5.89428 -1.74996
H21 -2.72949 3.20940 -1.58555
H22 9.57956 -6.09301 0.78568
H23 -3.02146 -2.78562 2.46497
H24 -1.96530 5.74921 -0.81838
H25 -4.42584 -3.67269 3.05141
H26 -3.76194 -0.81668 -2.14910
H27 0.37560 -3.12127 -1.51011
H28 -1.77128 -7.32638 -2.16526
H29 4.45642 5.06575 -1.42584
H30 -4.77995 0.23050 -7.70247
H31 2.85716 0.58034 5.11539
H32 2.37244 3.89367 -0.86674
H33 -2.15490 -0.17789 -1.85539
H34 -4.63971 -2.09564 2.27704
H35 5.85460 1.84160 3.90486
H36 -3.31918 6.69867 -0.18854
H37 -4.09078 -3.30512 -5.38930
H38 2.13115 -2.17041 -6.03108
H39 -1.86941 0.25995 -4.56883
H40 -4.82343 -3.46956 -2.60847
H41 -4.18691 -7.60594 -1.72772
H42 -3.21938 -0.95698 0.27229
H43 3.32272 4.52183 3.26633
H44 -2.79786 6.21804 1.88872
H45 0.20061 0.25388 5.04989
H46 5.21622 -0.32591 0.63590
H47 2.77828 -3.31229 -1.95506
H48 5.00056 4.23175 3.76428
H49 4.77577 -5.24639 0.41390
H50 -3.29865 -3.83261 5.30861
H51 -5.66289 -3.05986 4.94151
H52 -5.30463 -1.66896 5.95873
H53 9.17868 -6.58747 2.46069
H54 9.87860 -4.99582 2.14082
H55 -4.08567 2.50099 -0.70660
H56 -5.99702 -1.44143 4.33356
H57 -1.94199 -2.81606 4.81811
H58 -0.78880 4.66248 -5.17602
H59 -3.04735 1.42064 -6.39021
H60 -0.95141 2.85123 4.79768
H61 -4.37849 3.74952 -1.91499
H62 -5.39498 3.88639 0.94870
H63 0.75103 0.82078 -4.07614
H64 -0.88164 -5.12452 -2.83214
H65 -3.55016 2.59034 4.83786
H66 -1.43834 5.07785 3.94800
H67 6.25293 1.34834 -2.55367
H68 7.17411 -1.71970 0.06574
H69 5.40410 2.48822 1.76307
H70 4.66488 1.61746 5.18116